[1]
A structure of composition C6H5BrMn2NO2 in a non-equilibrium geometry, computed with ωB97M-V/def2-TZVPD.

Each line ends with the Löwdin charge.
Atoms and positions in Å:
Br 0.7576 3.9691 -0.7608  0.08
Mn 2.5942 4.8961 -2.2227  1.25
Mn -1.1179 5.1013 1.0479  1.27
O 1.2791 -2.4639 2.4485  0.17
O 0.6116 -0.5087 3.0403  0.13
N 0.7597 -1.3985 2.2378  -0.35
C -1.0856 -0.6288 -1.4848  -0.02
C -0.9925 -1.9210 -1.0185  0.02
C -0.2695 -2.1982 0.1529  0.08
C -0.3178 0.3743 -0.8759  -0.06
C 0.2951 -1.1650 0.8711  -0.11
C 0.2634 0.1324 0.3750  0.01
H 0.8177 0.9268 0.8586  0.11
H -0.2935 1.3837 -1.2723  0.03
H -1.6944 -0.5046 -2.3730  0.13
H -0.2734 -3.2079 0.5468  0.15
H -1.3336 -2.7871 -1.5711  0.14

Computed properties:
- multiplicity = 11
- gap between HOMO and LUMO (spin up / spin down) (hartree) = 0.083 / 0.091
- charge = +3
- ΔE to the lowest compared entry with this formula, charge and spin (kcal/mol) = 80.7
- HOMO level (spin up / spin down) (eV) = -17.4 / -17.3



[2]
A structure of composition C29H42BrClN2O3OsS2Si in a non-equilibrium geometry, computed with ωB97M-V/def2-TZVPD.

Each line ends with the Löwdin charge.
Atoms and positions in Å:
Os -0.9040 -2.9950 -1.4376  0.69
Br 0.1200 0.8241 -0.2553  0.59
Cl -1.1804 -0.1858 -2.8277  0.53
S -0.7755 -5.2276 -1.0704  0.55
S 0.5896 -2.6376 0.2618  0.55
Si 1.0293 2.4085 1.1054  0.51
O -3.3893 -3.9372 -4.7987  0.22
O -0.3057 -3.5213 -6.3973  0.05
O -3.7268 -1.4020 -2.9617  0.00
N -2.4783 -2.6516 -0.2096  -0.22
N -2.3310 -2.1491 1.0270  0.01
C -0.5721 4.1616 -0.5737  -0.11
C 0.4743 5.2051 1.4202  -0.09
C -0.2726 0.8266 3.1192  -0.12
C 0.0740 -5.3357 0.4730  -0.68
C 1.0057 1.6427 2.8662  -0.62
C 2.6484 3.3361 -1.0239  -0.10
C 2.1780 0.6667 3.0449  -0.10
C -0.6160 -2.4687 -5.5665  -0.36
C 2.7773 2.6869 0.3622  -0.63
C 3.6289 3.6007 1.2579  -0.08
C -0.5127 -1.2419 -6.0873  -0.05
C 1.2958 -4.3319 2.2939  -0.13
C 0.1692 -6.5719 1.1170  -0.13
C -0.6981 -1.7920 -3.3152  -0.46
C 0.8146 -6.6839 2.3324  -0.10
C 1.1411 2.7407 3.9326  -0.09
C -0.9873 -2.8515 -4.1975  -0.20
C -3.5044 -2.0875 1.6688  -0.07
C 1.3790 -5.5564 2.9271  -0.10
C 0.6468 -4.2107 1.0631  -0.66
C -2.6499 -3.1656 -4.4238  -0.02
C -3.7709 -2.9341 -0.3466  -0.13
C -3.1784 -0.3599 -2.8202  -0.28
C -0.1591 3.9105 0.8866  -0.62
C -0.6619 0.0880 -5.5847  -0.16
C -4.4652 -2.5865 0.8160  -0.04
C -1.4649 3.6489 1.6563  -0.11
C -1.0182 0.5079 -4.3574  -0.26
C 3.5433 1.3654 0.1664  -0.11
H 4.4405 1.5693 -0.4260  0.09
H 2.1756 -0.1180 2.2853  0.07
H 2.0836 0.1822 4.0223  0.09
H -0.2529 6.0199 1.3468  0.09
H 0.7794 5.1289 2.4657  0.07
H 1.9923 2.7705 -1.6881  0.07
H -0.2326 0.4205 4.1354  0.09
H -1.3905 -1.0888 -1.5864  -0.05
H 0.2414 4.5462 -1.1848  0.06
H -0.4963 0.8117 -6.3759  0.09
H 0.2262 -0.0555 -2.7305  0.06
H -0.2738 -7.4423 0.6481  0.10
H -5.5176 -2.6940 1.0052  0.10
H -3.7924 0.5566 -2.6382  0.11
H -1.3682 4.9129 -0.5808  0.09
H -1.5389 1.1340 -2.4532  0.01
H 4.6030 3.7630 0.7859  0.09
H 1.3486 5.4951 0.8368  0.06
H 3.8134 3.1521 2.2363  0.07
H -1.1860 1.4115 3.0269  0.06
H -1.9578 2.7389 1.3055  0.07
H 3.1430 1.1720 3.0249  0.07
H -1.3197 3.5633 2.7319  0.06
H -0.2467 -1.2748 -7.1444  0.12
H 3.8670 0.9231 1.1043  0.06
H -0.3326 -0.0138 2.4256  0.03
H 3.6381 3.3720 -1.4890  0.09
H 2.2796 4.3600 -0.9646  0.06
H 1.2134 2.2730 4.9196  0.09
H -2.1516 4.4836 1.4851  0.09
H 1.7384 -3.4495 2.7425  0.10
H 3.1748 4.5777 1.4225  0.06
H -0.9624 3.2672 -1.0595  0.03
H -3.5675 -1.7004 2.6710  0.12
H 0.2903 3.4201 3.9540  0.06
H 0.8775 -7.6470 2.8222  0.10
H -1.3871 -1.8964 1.3111  0.06
H -4.1334 -3.3636 -1.2639  0.11
H -0.5910 -4.3381 -5.9736  0.10
H 2.0430 3.3405 3.7890  0.07
H 1.8807 -5.6374 3.8827  0.10
H 2.9565 0.6189 -0.3705  0.05

Computed properties:
- gap between HOMO and LUMO (spin up / spin down) (hartree) = 0.192 / 0.191
- charge = 0
- ΔE to the lowest compared entry with this formula, charge and spin (kcal/mol) = 524.9
- HOMO level (spin up / spin down) (eV) = -6.7 / -6.7



[3]
A cluster of 2 separate species, C3H11N3 in total in a non-equilibrium geometry, computed with ωB97M-V/def2-TZVPD.

Each line ends with the Löwdin charge.
Atoms and positions in Å:
N -1.7812 0.2078 1.3421  0.07
N 2.0522 -1.2889 -1.4702  -0.03
N -3.1280 1.0686 -0.3437  0.03
C 1.2901 0.4112 0.2305  -0.12
C 1.5984 -1.0512 -0.0814  -0.34
C -2.1115 1.1828 0.4413  -0.40
H -1.8593 2.2446 0.5896  0.12
H 0.3911 0.7400 -0.2821  0.05
H -2.8873 1.4429 -1.2594  0.03
H -0.8431 -0.1194 1.4297  0.04
H 2.4135 -1.4366 0.5242  0.10
H 1.6247 -0.6521 -2.1274  0.05
H 1.7465 -2.2207 -1.7056  0.05
H 1.2935 0.4569 1.3153  0.07
H -2.5757 -0.3838 1.5199  0.09
H 0.6670 -1.6095 0.0580  0.09
H 2.1091 1.0075 -0.1809  0.08

Computed properties:
- SMILES = [H]/N=C/N.CCN
- gap between HOMO and LUMO (hartree) = 0.355
- charge = 0
- ΔE to the lowest compared entry with this formula, charge and spin (kcal/mol) = 54.3
- HOMO level (eV) = -8.7



[4]
A cluster of 7 separate species, H14O7 in total, computed with ωB97M-V/def2-TZVPD.

Each line ends with the Löwdin charge.
Atoms and positions in Å:
O -2.4159 1.0460 1.9822  -0.06
O -0.5901 -0.8209 0.7146  -0.07
O -0.0684 -3.2161 2.0133  -0.08
O -1.3296 -0.6455 -3.4867  -0.07
O 0.6560 1.4073 1.8897  -0.04
O 0.8671 -0.6337 -1.6978  -0.05
O 1.2677 2.1060 -1.4583  -0.03
H 1.2731 0.2121 -1.4367  0.03
H 1.0121 2.1376 -0.5274  0.04
H 0.3819 1.2158 2.7949  0.07
H -0.5973 -0.4752 -2.8726  -0.02
H 1.8687 2.8483 -1.5766  0.06
H -1.8866 0.4304 1.4540  -0.01
H -3.0144 1.4557 1.3521  0.04
H 0.5914 -3.1877 2.7115  0.02
H -0.1496 0.0011 1.0066  0.00
H -0.9228 -0.6566 -4.3568  0.03
H -0.1594 -1.0257 -0.1323  0.03
H -0.0069 -2.3495 1.5675  -0.02
H 1.6035 -1.2345 -1.8539  0.08
H 1.6193 1.3851 1.9127  0.06

Computed properties:
- SMILES = O.O.O.O.O.O.O
- gap between HOMO and LUMO (hartree) = 0.383
- charge = 0
- ΔE to the lowest compared entry with this formula, charge and spin (kcal/mol) = 30.5
- HOMO level (eV) = -10.6



[5]
A cluster of 9 separate species, C2H20O10 in total in a non-equilibrium geometry, computed with ωB97M-V/def2-TZVPD.

Each line ends with the Löwdin charge.
Atoms and positions in Å:
O 3.3984 0.2380 -0.3282  -0.08
O 1.9065 -1.4107 -1.6908  -0.04
O 0.4948 1.5946 -0.4920  -0.05
O -2.7861 -1.6677 0.1705  0.10
O -1.3949 1.3669 -2.5892  -0.07
O -2.2381 0.4173 -0.1432  0.00
O -1.2780 -1.2057 -2.3301  -0.05
O 0.1047 -1.3691 0.7597  -0.06
O 1.7558 0.1034 1.9182  -0.08
O 0.3176 2.4754 2.3846  -0.08
C -2.2565 -0.7242 0.6872  -0.54
C -2.1072 -0.3508 2.1205  0.01
H -0.4868 -1.6979 -2.0573  0.03
H -2.4956 -1.1266 2.7817  0.09
H -2.8747 0.4649 -0.8681  0.11
H 2.7432 -0.1767 -0.9487  0.00
H 1.0432 2.3406 -0.2210  0.05
H -1.3558 1.0425 -1.6789  -0.03
H -1.0617 0.7082 -3.2006  0.03
H 1.9333 -2.3460 -1.4300  0.09
H 2.3109 -0.0218 2.6953  0.07
H 2.4199 -1.4540 -2.5128  0.09
H 3.3881 1.1615 -0.6021  0.05
H 0.2991 -0.6846 0.1001  0.02
H -2.5701 0.6169 2.3266  0.10
H 1.0156 1.8079 2.2653  -0.01
H 2.3393 0.1516 1.1216  0.02
H -1.0661 -0.3446 2.4618  0.08
H 0.8810 -1.8693 1.0038  0.05
H -0.4373 2.0539 1.9600  0.01
H -0.1395 1.9092 -1.1580  0.02
H -1.8031 -2.0030 -2.5058  0.07

Computed properties:
- SMILES = CC(=O)O.O.O.O.O.O.O.O.O
- gap between HOMO and LUMO (hartree) = 0.357
- charge = 0
- ΔE to the lowest compared entry with this formula, charge and spin (kcal/mol) = 39.4
- HOMO level (eV) = -9.9



[6]
A cluster of 2 separate species, C3H3N in total in a non-equilibrium geometry, computed with ωB97M-V/def2-TZVPD.

Each line ends with the Löwdin charge.
Atoms and positions in Å:
N 2.3310 0.5813 -0.0991  0.06
C -2.7823 0.3632 0.1687  -0.01
C -1.6366 0.1529 -0.2113  0.00
C 2.9868 -0.3590 0.0605  -0.07
H -3.7837 0.5927 0.4072  0.00
H 3.5214 -1.2433 0.1522  0.03
H -0.6366 -0.0878 -0.4782  -0.01

Computed properties:
- SMILES = C#C.C#N
- gap between HOMO and LUMO (hartree) = 0.417
- charge = 0
- ΔE to the lowest compared entry with this formula, charge and spin (kcal/mol) = 46.9
- HOMO level (eV) = -10.4



[7]
A cluster of 2 separate species, C27H25N2O2 in total in a non-equilibrium geometry, computed with ωB97M-V/def2-TZVPD.

Each line ends with the Löwdin charge.
Atoms and positions in Å:
O -5.4552 -1.9898 2.8128  -0.07
O 5.7689 -1.3375 -0.4832  -0.09
N 0.2397 -1.2002 0.1834  0.11
N -1.0471 2.7117 -1.6265  -0.07
C -1.9265 -0.0400 1.6605  -0.19
C -0.6357 1.5130 0.2728  -0.11
C 3.8279 -0.3672 0.3774  0.04
C -0.4929 -2.0960 -0.4650  -0.09
C 0.4020 2.5346 0.1242  -0.12
C -3.6505 -0.5055 3.3311  0.01
C 2.1571 -2.2151 -0.9954  -0.14
C 0.1327 3.2138 -1.0844  -0.17
C 4.4027 -1.3629 -0.4484  -0.24
C 1.8090 4.8359 -0.6944  -0.06
C 0.8056 4.3377 -1.5309  0.00
C -0.6129 0.4302 1.2040  0.05
C 2.4584 -0.3349 0.5772  0.00
C -4.3872 -1.2730 2.3746  -0.24
C -0.0639 -3.0224 -1.4205  -0.01
C -1.6477 3.1679 -2.8698  0.01
C 1.5815 -1.2051 -0.0960  -0.15
C 2.1220 4.1796 0.5138  -0.06
C -2.8020 -0.5971 0.6887  -0.09
C 1.4057 3.0422 0.9380  -0.03
C 3.5537 -2.3091 -1.1002  0.05
C -3.9427 -1.2998 1.0276  -0.01
C -6.0253 -2.9152 1.8592  -0.05
C 6.4837 -2.3412 -1.2413  -0.05
C -1.5426 1.7343 -0.8138  0.06
C -2.4415 0.0614 2.9899  -0.01
C 1.3095 -3.1163 -1.6346  0.01
H -1.5581 -2.1592 -0.2214  0.10
H 0.2828 0.2675 1.8052  0.12
H 4.0184 -3.1366 -1.6450  0.12
H -0.7878 -3.6364 -1.9173  0.11
H -6.2631 -2.4120 0.9105  0.09
H -6.9433 -3.2835 2.3153  0.10
H 1.7374 -3.8981 -2.2569  0.13
H -1.8904 0.6698 3.7269  0.13
H 0.5505 4.7865 -2.4896  0.11
H -0.9829 3.9033 -3.3228  0.08
H -2.5559 1.3881 -0.9568  0.13
H -5.3320 -3.7516 1.6714  0.11
H 7.5403 -2.1028 -1.0593  0.10
H 6.2567 -2.2689 -2.3173  0.10
H -2.5829 -0.4760 -0.3809  0.10
H 2.9402 4.5583 1.1375  0.11
H 4.4703 0.3541 0.9003  0.14
H -4.0476 -0.4309 4.3542  0.13
H -2.6250 3.6319 -2.6958  0.11
H 6.2610 -3.3575 -0.8824  0.10
H 1.5693 2.6079 1.9288  0.12
H -1.7764 2.3314 -3.5683  0.10
H -4.4552 -1.8960 0.2435  0.12
H 2.3871 5.7134 -1.0044  0.11
H 2.0002 0.3632 1.2940  0.09

Computed properties:
- gap between HOMO and LUMO (hartree) = 0.262
- charge = +1
- ΔE to the lowest compared entry with this formula, charge and spin (kcal/mol) = 28.4
- HOMO level (eV) = -10.7



[8]
A cluster of 2 separate species, C2H5N2O2 in total in a non-equilibrium geometry, computed with ωB97M-V/def2-TZVPD.

Each line ends with the Löwdin charge.
Atoms and positions in Å:
O 0.9778 1.8718 -0.7853  -0.14
O -0.6695 1.6638 0.9440  -0.20
N 0.9200 -0.9862 0.1713  0.05
N -0.8381 -2.5159 -0.6079  -0.01
C -0.3475 -1.4497 -0.0581  -0.41
C 0.1034 2.2448 0.0507  -0.59
H -1.1227 -0.7023 0.1258  0.08
H -1.5268 -2.0767 -1.2293  0.01
H 1.3839 -1.3463 1.0450  0.10
H 0.9568 0.0300 -0.0470  0.04
H 0.1625 3.2665 0.3906  0.06

Computed properties:
- gap between HOMO and LUMO (hartree) = 0.319
- charge = -1
- ΔE to the lowest compared entry with this formula, charge and spin (kcal/mol) = 50.2
- HOMO level (eV) = -4.3